{
  "formula": "C2H3ClF2S",
  "method": "ωB97M-V with the def2-TZVPD basis set",
  "species": ["C", "C", "F", "F", "S", "Cl", "H", "H", "H"],
  "coordinates": [[1.1315, -0.1145, 0.5520], [0.4390, 0.7220, -0.1925], [-0.2627, 1.7824, 0.0949], [0.3222, 0.5294, -1.5514], [2.3068, -1.2165, -0.2535], [-3.8855, -1.1072, 0.1673], [1.2825, -0.0071, 1.6154], [-3.6684, -0.0611, 0.8890], [2.3346, -0.5274, -1.3213]],
  "forces_ev_per_angstrom": [[5.0, -6.6, 4.5], [-3.7, 4.9, -7.0], [0.0, 0.9, 1.1], [-0.3, -0.5, 1.0], [-0.7, 0.6, 2.7], [0.1, 0.3, 0.2], [-0.5, -0.1, -0.1], [-0.1, -0.3, -0.2], [0.2, 0.9, -2.1]],
  "gap_ev": [5.86, 8.44],
  "spin_multiplicity": 3,
  "de_lowest_kcal_mol": 30.6,
  "s2": 2.006,
  "total_charge": 0,
  "total_energy_ha": -1135.91701
}

{
  "formula": "C18H27N3O3S",
  "method": "ωB97M-V with the def2-TZVPD basis set",
  "species": ["C", "C", "O", "N", "C", "C", "C", "C", "S", "O", "O", "N", "C", "C", "C", "N", "C", "C", "C", "C", "C", "C", "C", "C", "C", "H", "H", "H", "H", "H", "H", "H", "H", "H", "H", "H", "H", "H", "H", "H", "H", "H", "H", "H", "H", "H", "H", "H", "H", "H", "H", "H"],
  "coordinates": [[8.4145, 1.3416, -0.6056], [7.0767, 1.2012, 0.0890], [6.7349, 1.8855, 1.0220], [6.3090, 0.2120, -0.4706], [5.0361, -0.2244, -0.1086], [4.3394, 0.3010, 0.9790], [3.0814, -0.1859, 1.2856], [2.5182, -1.1840, 0.5147], [0.8878, -1.8195, 0.8787], [0.4309, -1.2339, 2.1095], [0.9113, -3.2494, 0.7768], [0.0623, -1.2372, -0.4652], [-0.2633, 0.1681, -0.3833], [-1.5221, 0.4460, 0.4429], [-2.7027, -0.3433, -0.1270], [-3.9506, -0.1975, 0.6195], [-4.1662, 0.9958, 1.4116], [-4.5478, 2.2324, 0.5856], [-5.8037, 1.9304, -0.2271], [-5.5721, 0.6809, -1.0716], [-5.1329, -0.4832, -0.1720], [-2.3045, -1.8295, -0.1118], [-1.0368, -2.0563, -0.9306], [3.1978, -1.7135, -0.5664], [4.4548, -1.2373, -0.8776], [8.9817, 2.1346, -0.1276], [8.9736, 0.4108, -0.5361], [8.2705, 1.5883, -1.6555], [6.7113, -0.2792, -1.2575], [4.7884, 1.0792, 1.5730], [2.5271, 0.1939, 2.1294], [0.5974, 0.6723, 0.0612], [-0.3926, 0.5378, -1.4075], [-1.3327, 0.1326, 1.4697], [-1.7131, 1.5194, 0.4218], [-2.8360, -0.0313, -1.1802], [-3.2863, 1.1922, 2.0223], [-4.9941, 0.7675, 2.0928], [-3.7318, 2.4941, -0.0919], [-4.7191, 3.0794, 1.2523], [-6.0606, 2.7793, -0.8654], [-6.6406, 1.7561, 0.4538], [-4.7978, 0.8835, -1.8154], [-6.4834, 0.4042, -1.6046], [-4.9522, -1.3728, -0.7775], [-5.9425, -0.7139, 0.5285], [-2.1226, -2.1281, 0.9215], [-3.1084, -2.4486, -0.5095], [-0.7068, -3.0924, -0.8528], [-1.2110, -1.8116, -1.9849], [2.7326, -2.4986, -1.1396], [4.9967, -1.6488, -1.7177]],
  "forces_ev_per_angstrom": [[0.0, 0.2, 0.2], [0.4, -0.1, -0.3], [-0.1, 0.2, 0.2], [0.0, -0.3, -0.3], [-0.4, 0.0, 0.2], [0.1, 0.1, 0.0], [-0.2, -0.1, 0.0], [-0.6, -0.1, 0.3], [0.4, 0.2, -0.5], [0.1, 0.2, -0.1], [0.0, -0.1, -0.2], [0.6, -0.5, 0.7], [-0.1, 0.5, 0.2], [-0.1, 0.0, -0.2], [0.1, -0.3, 0.2], [0.1, 0.0, 0.1], [0.1, 0.3, -0.1], [-0.2, -0.2, 0.2], [0.2, 0.1, -0.2], [-0.1, -0.1, 0.3], [-0.1, 0.0, -0.2], [0.1, 0.2, -0.4], [-0.4, -0.6, 0.1], [0.2, 0.0, -0.1], [-0.1, 0.0, 0.1], [0.0, 0.0, 0.0], [0.1, -0.1, 0.0], [0.0, 0.0, -0.1], [0.0, 0.2, 0.2], [0.0, 0.0, 0.0], [0.0, 0.1, 0.1], [-0.1, 0.2, -0.1], [0.1, 0.0, 0.1], [-0.1, 0.1, 0.0], [0.0, 0.0, 0.1], [0.0, 0.0, 0.0], [0.0, 0.0, 0.1], [0.0, 0.1, 0.1], [0.1, 0.1, 0.0], [0.1, 0.1, 0.0], [-0.1, 0.0, 0.1], [-0.1, 0.0, 0.0], [0.0, 0.0, -0.1], [0.0, 0.0, -0.1], [-0.1, -0.1, 0.1], [-0.1, -0.1, -0.1], [-0.1, 0.0, 0.1], [0.0, 0.0, 0.0], [-0.2, 0.0, -0.2], [0.1, 0.0, 0.0], [0.0, -0.1, -0.2], [0.0, -0.1, -0.1]],
  "gap_ev": 8.52,
  "spin_multiplicity": 1,
  "smiles": "CC(=O)Nc1ccc(S(=O)(=O)N2CCC(N3CCCCC3)CC2)cc1",
  "de_lowest_kcal_mol": 27.6,
  "total_charge": 0,
  "total_energy_ha": -1490.28335
}

{
  "formula": "C49H66BGeN8Ni",
  "method": "ωB97M-V with the def2-TZVPD basis set",
  "species": ["Ni", "C", "C", "C", "C", "C", "C", "C", "C", "C", "N", "N", "B", "N", "N", "C", "C", "C", "C", "C", "C", "C", "C", "C", "N", "N", "C", "C", "C", "C", "C", "C", "C", "C", "C", "H", "H", "H", "H", "H", "H", "H", "H", "H", "H", "H", "H", "H", "H", "H", "H", "H", "H", "H", "H", "H", "H", "H", "H", "H", "H", "H", "H", "H", "H", "H", "H", "H", "H", "H", "H", "H", "H", "H", "H", "H", "H", "H", "H", "H", "H", "C", "Ge", "C", "C", "C", "C", "C", "C", "C", "C", "C", "C", "C", "C", "C", "C", "C", "C", "C", "C", "H", "H", "H", "H", "H", "H", "H", "H", "H", "H", "H", "H", "H", "H", "H", "H", "N", "C", "C", "N", "C", "H", "H", "H", "H"],
  "coordinates": [[-0.9098, 0.8633, 0.4366], [-3.5095, 2.4229, 3.1589], [-4.3725, 1.4603, 2.3416], [-4.7160, 2.0475, 0.9777], [-3.7213, 0.1103, 2.2115], [-4.0477, -1.0482, 2.9334], [-3.1589, -2.0090, 2.4981], [-3.0837, -3.4261, 2.9978], [-1.7099, -3.8481, 3.5330], [-3.6292, -4.4211, 1.9719], [-2.3852, -1.4477, 1.5486], [-2.7019, -0.1267, 1.3970], [-1.1653, -2.0414, 0.7966], [-1.3682, -1.7857, -0.7466], [-1.5121, -0.4859, -1.1408], [-1.8705, -0.4833, -2.4097], [-1.9917, -1.7987, -2.8678], [-1.6756, -2.6069, -1.7922], [-1.7929, -4.1184, -1.9182], [-1.0380, -5.0569, -0.9868], [-3.2814, -4.5015, -1.9399], [-2.2306, 0.7930, -3.1228], [-3.5338, 1.3363, -2.5313], [-1.1164, 1.8419, -3.0730], [0.1091, -1.4123, 1.4896], [-0.1173, -0.3706, 2.3458], [0.9756, -0.2050, 3.0634], [1.9584, -1.1268, 2.6776], [1.3716, -1.8870, 1.6864], [2.0653, -3.0164, 0.9730], [1.9887, -2.8959, -0.5445], [1.6489, -4.3856, 1.5161], [1.0762, 0.8586, 4.1233], [-0.2570, 1.5605, 4.3841], [2.1827, 1.8604, 3.7827], [-3.9951, 3.4010, 3.2433], [-2.5432, 2.5626, 2.6752], [-3.3325, 2.0366, 4.1660], [-5.3052, 1.2919, 2.8901], [-3.7992, 2.1940, 0.4104], [-5.2168, 3.0155, 1.0828], [-5.3606, 1.3757, 0.4054], [-4.8161, -1.1670, 3.6831], [-3.7686, -3.4307, 3.8499], [-1.0663, -4.2345, 2.7417], [-1.8312, -4.6387, 4.2786], [-1.1867, -3.0090, 3.9977], [-3.0893, -4.3271, 1.0298], [-4.6853, -4.2318, 1.7671], [-3.5207, -5.4519, 2.3250], [-1.1533, -3.2269, 0.9468], [-2.2770, -2.1264, -3.8571], [-1.3926, -4.3179, -2.9168], [-1.3946, -5.0154, 0.0410], [0.0316, -4.8646, -0.9795], [-1.1882, -6.0788, -1.3461], [-3.7463, -4.2611, -0.9803], [-3.3993, -5.5751, -2.1174], [-3.8254, -3.9565, -2.7117], [-2.4126, 0.5230, -4.1678], [-3.3966, 1.5296, -1.4649], [-4.3458, 0.6111, -2.6266], [-3.8364, 2.2649, -3.0271], [-0.6968, 1.9158, -2.0628], [-1.5084, 2.8233, -3.3669], [-0.3007, 1.5899, -3.7547], [2.9699, -1.2286, 3.0442], [3.1199, -2.8805, 1.2317], [0.9696, -2.9667, -0.9178], [2.5904, -3.6729, -1.0269], [2.3803, -1.9263, -0.8502], [0.5788, -4.5486, 1.4037], [1.8828, -4.4616, 2.5808], [2.1743, -5.1894, 0.9892], [1.3815, 0.3546, 5.0464], [-0.3900, 2.4252, 3.7269], [-0.3088, 1.9218, 5.4149], [-1.0980, 0.8908, 4.2030], [1.9760, 2.3472, 2.8261], [3.1533, 1.3647, 3.6943], [2.2631, 2.6336, 4.5533], [1.0134, 1.2999, -0.0608], [2.4395, 1.4165, -1.3014], [2.9802, 3.3056, -1.5620], [1.9883, 4.2349, -1.8915], [2.2854, 5.5816, -2.0566], [3.5890, 6.0336, -1.8793], [4.5855, 5.1291, -1.5413], [4.2801, 3.7782, -1.3890], [2.1243, 0.7597, -3.1291], [2.6378, 1.4173, -4.2481], [2.3911, 0.9525, -5.5363], [1.6288, -0.1924, -5.7271], [1.1147, -0.8647, -4.6244], [1.3594, -0.3882, -3.3423], [4.0715, 0.4771, -0.6934], [4.8652, -0.3041, -1.5328], [5.9674, -1.0008, -1.0448], [6.2992, -0.9226, 0.3013], [5.5203, -0.1493, 1.1551], [4.4178, 0.5359, 0.6593], [1.5431, 1.5842, 0.8723], [0.9601, 3.8991, -2.0103], [1.4991, 6.2817, -2.3212], [3.8247, 7.0846, -2.0033], [5.6044, 5.4723, -1.3972], [5.0725, 3.0826, -1.1270], [3.2284, 2.3201, -4.1168], [2.7937, 1.4865, -6.3904], [1.4293, -0.5539, -6.7292], [0.5050, -1.7508, -4.7577], [0.9122, -0.9032, -2.5002], [4.6117, -0.3867, -2.5861], [6.5629, -1.6102, -1.7168], [7.1549, -1.4665, 0.6854], [5.7653, -0.0889, 2.2104], [3.7965, 1.1052, 1.3450], [-1.2797, 5.1682, -0.3687], [-0.2994, 5.1594, 0.6000], [-0.3382, 3.9118, 1.1359], [-1.3152, 3.1534, 0.5223], [-1.8590, 3.9393, -0.3686], [-1.4975, 5.9197, -0.9916], [0.3409, 6.0052, 0.7824], [0.3033, 3.4872, 1.8902], [-2.6421, 3.6655, -1.0594]],
  "forces_ev_per_angstrom": [[0.1, 0.3, -0.6], [0.0, 0.0, 0.0], [0.0, -0.1, 0.0], [0.0, 0.1, 0.0], [0.1, 0.1, 0.0], [0.0, 0.1, 0.1], [0.0, -0.1, 0.0], [-0.1, 0.0, 0.0], [0.1, 0.0, 0.0], [0.0, -0.1, 0.0], [0.0, 0.2, -0.1], [-0.1, -0.3, -0.1], [0.0, -0.1, -0.1], [-0.1, 0.2, 0.0], [0.5, -0.2, 0.3], [-0.2, 0.2, 0.1], [0.1, 0.0, -0.1], [0.1, -0.1, 0.1], [-0.1, 0.1, 0.0], [0.1, 0.0, 0.1], [0.0, 0.0, 0.1], [0.1, 0.0, 0.0], [0.0, 0.0, 0.1], [0.0, 0.1, 0.0], [0.1, -0.4, 0.2], [0.0, -0.2, 0.0], [0.0, 0.2, -0.1], [0.0, -0.1, 0.0], [-0.1, 0.1, -0.1], [0.0, 0.1, 0.0], [0.0, 0.0, -0.1], [0.0, -0.1, -0.1], [0.0, 0.0, 0.0], [0.0, 0.1, 0.0], [0.0, 0.1, 0.0], [0.0, 0.0, 0.0], [0.0, 0.0, 0.0], [0.0, 0.0, -0.1], [0.0, 0.0, 0.0], [0.0, 0.0, 0.0], [0.0, 0.0, 0.0], [0.0, 0.0, 0.0], [0.0, 0.0, 0.0], [0.0, 0.0, 0.0], [-0.1, 0.1, 0.1], [0.0, 0.0, 0.0], [0.0, 0.0, 0.0], [0.0, 0.0, 0.1], [0.0, 0.0, 0.0], [0.0, 0.1, 0.0], [0.0, 0.1, 0.0], [0.0, 0.0, 0.0], [-0.1, 0.0, -0.1], [0.0, 0.0, -0.1], [0.0, 0.0, 0.0], [0.0, 0.0, 0.0], [0.0, 0.0, -0.1], [0.0, 0.0, 0.0], [0.0, 0.0, 0.0], [0.0, 0.0, 0.0], [0.0, 0.0, -0.1], [0.0, 0.0, 0.0], [0.0, 0.0, 0.0], [-0.1, 0.0, 0.0], [0.0, 0.0, 0.0], [-0.1, 0.0, 0.1], [-0.1, 0.0, 0.0], [0.0, 0.0, 0.0], [-0.1, 0.0, 0.0], [0.0, 0.0, 0.0], [0.0, 0.1, 0.0], [0.0, 0.0, -0.1], [0.0, 0.0, 0.0], [0.0, 0.1, 0.0], [0.0, -0.1, 0.0], [0.0, -0.1, 0.0], [0.0, 0.0, 0.0], [0.0, 0.0, 0.0], [0.0, 0.0, 0.0], [0.0, 0.0, 0.0], [0.0, 0.0, 0.0], [-0.3, -0.1, 0.4], [-0.1, 0.0, -0.1], [0.0, 0.1, 0.0], [0.0, 0.0, 0.0], [0.0, -0.1, 0.0], [0.0, 0.0, 0.0], [0.0, -0.1, 0.0], [0.0, 0.0, 0.0], [0.0, -0.1, -0.1], [0.0, 0.0, 0.0], [0.0, 0.0, 0.0], [0.0, 0.0, 0.0], [0.0, 0.0, 0.0], [0.0, -0.1, -0.1], [0.1, 0.0, 0.1], [0.0, 0.0, 0.0], [0.0, 0.0, 0.0], [0.0, 0.0, 0.0], [0.0, 0.0, -0.1], [0.0, 0.0, 0.0], [-0.1, -0.1, 0.0], [0.1, 0.0, 0.0], [0.0, 0.0, 0.0], [0.0, 0.0, 0.0], [0.0, 0.0, 0.0], [0.0, 0.0, 0.0], [0.0, 0.0, 0.0], [0.0, 0.0, 0.0], [0.0, 0.0, 0.0], [0.0, 0.0, 0.0], [0.0, 0.0, 0.1], [0.0, 0.0, 0.0], [0.0, 0.0, 0.0], [0.0, 0.0, 0.0], [0.0, 0.0, 0.0], [0.0, 0.0, -0.1], [0.0, -0.1, 0.1], [0.0, 0.0, 0.0], [0.0, -0.1, 0.0], [0.0, 0.1, 0.2], [0.0, -0.1, -0.1], [0.0, 0.1, -0.1], [0.0, 0.0, 0.0], [-0.1, 0.0, 0.0], [0.0, 0.0, 0.1]],
  "gap_ev": [5.84, 5.60],
  "spin_multiplicity": 3,
  "de_lowest_kcal_mol": 12.6,
  "s2": 2.011,
  "total_charge": -1,
  "total_energy_ha": -5954.98323
}